16
Properties=species:S:1:pos:R:3:forces:R:3 method="wB97M-V/def2-TZVPD" energy_ha=-308.72588 de_lowest_kcal_mol=108.11 homo_lumo_gap_ev="7.7 / 7.7"
C 0.406313 -0.738904 -0.630850 0.020 -0.025 0.124
H -2.837220 0.768603 -1.798976 0.084 0.046 0.087
H -0.009716 -1.098674 1.078175 -0.169 -0.042 -0.240
C -2.112904 1.248887 -1.134653 -0.161 0.168 -0.300
H -1.251626 1.571445 -1.744355 -0.090 -0.036 0.102
C 0.766148 -0.298489 0.703329 0.263 -0.055 -0.514
O -1.748950 0.334143 -0.132890 -0.022 -0.028 0.150
H 2.153245 -0.743508 2.275031 -0.017 -0.026 -0.077
H -1.062632 0.779205 0.452348 0.003 -0.039 -0.023
C 2.118096 -0.861447 1.192487 0.164 -0.099 0.178
H 0.120239 -0.058650 -1.429469 -0.125 -0.083 0.262
H -2.575218 2.153035 -0.718715 0.074 -0.114 -0.012
H 2.292149 -1.908418 0.926323 -0.079 0.121 0.023
O 0.440976 0.896479 1.079601 0.015 0.180 0.083
H 0.395908 -1.800479 -0.872138 0.143 0.112 0.119
H 2.905191 -0.243227 0.754753 -0.102 -0.081 0.038